(1)
Below is a molecular structure, C15H11BrCl28F6IN3O4S at a distorted geometry, with properties calculated with ωB97M-V/def2-TZVPD.

XYZ file:
```
70
Properties=species:S:1:pos:R:3:lowdin_charge:R:1
C -2.26 0.07 -1.44 -0.02
C -2.82 0.17 -2.83 -0.51
O -2.86 1.25 -3.39 0.05
N -3.28 -0.98 -3.51 -0.06
C -3.79 -0.67 -4.85 -0.05
C -4.07 -1.95 -2.75 -0.30
C -3.17 -3.15 -2.31 -0.35
F -3.31 -4.09 -3.34 0.01
O -1.84 -2.78 -2.25 -0.12
C -1.08 -3.33 -1.18 -0.83
N 0.23 -2.76 -1.16 0.01
I -0.87 -5.45 -1.34 0.90
N -4.82 -1.29 -1.62 -0.50
Br -6.01 0.00 -2.34 0.95
S -5.63 -2.22 -0.46 0.63
O -4.65 -2.87 0.35 -0.24
O -6.62 -1.41 0.16 -0.29
C -6.61 -3.60 -1.26 -0.45
F -5.81 -4.42 -1.96 0.14
F -7.10 -4.27 -0.21 0.14
C -7.80 -3.21 -2.18 -0.60
F -8.60 -2.32 -1.63 0.19
F -8.50 -4.32 -2.41 0.19
F -7.35 -2.76 -3.35 0.15
H -1.19 0.30 -1.50 0.06
H -2.73 0.87 -0.85 0.09
H -2.44 -0.86 -0.93 0.06
H -4.61 0.05 -4.85 0.06
H -4.09 -1.60 -5.33 0.10
H -2.97 -0.25 -5.44 0.10
H -4.77 -2.38 -3.47 0.13
H -3.46 -3.61 -1.37 0.11
H -1.57 -3.09 -0.23 0.10
H 0.67 -2.92 -2.06 0.08
H 0.12 -1.75 -1.07 0.08
C 1.32 -4.25 2.77 -2.05
Cl 0.47 -5.45 1.79 0.46
Cl 1.52 -4.86 4.42 0.51
Cl 2.91 -3.95 2.06 0.52
Cl 0.39 -2.75 2.77 0.49
C 2.44 -0.65 6.00 -2.03
Cl 3.63 0.66 5.88 0.49
Cl 2.79 -1.87 4.79 0.50
Cl 2.51 -1.36 7.62 0.54
Cl 0.82 0.01 5.73 0.53
C 4.61 4.25 2.94 -2.03
Cl 5.89 3.57 1.93 0.49
Cl 5.17 5.75 3.67 0.52
Cl 3.19 4.57 1.94 0.53
Cl 4.19 3.07 4.19 0.47
C 0.00 4.08 -2.20 -2.05
Cl 1.29 3.37 -3.18 0.52
Cl 0.60 5.55 -1.41 0.52
Cl -1.37 4.48 -3.22 0.55
Cl -0.49 2.92 -0.96 0.55
C 7.40 4.83 -1.63 -2.05
Cl 8.39 3.56 -0.89 0.50
Cl 6.84 5.94 -0.37 0.51
Cl 8.37 5.71 -2.81 0.53
Cl 6.01 4.09 -2.42 0.51
C 4.50 6.46 8.09 -2.06
Cl 5.74 7.70 7.85 0.52
Cl 4.74 5.16 6.92 0.49
Cl 4.61 5.83 9.73 0.52
Cl 2.90 7.18 7.84 0.52
C 6.85 -0.40 -1.09 -2.06
Cl 6.46 0.03 -2.76 0.52
Cl 6.09 0.75 0.01 0.49
Cl 6.26 -2.03 -0.75 0.52
Cl 8.60 -0.35 -0.87 0.52
```

Results
molecular weight: 1642.82 g/mol
gap between HOMO and LUMO: 8.708 eV

---

(2)
Below is a molecular structure, C15H11CaNO3S at a distorted geometry, with properties calculated with ωB97M-V/def2-TZVPD.

XYZ file:
```
32
Properties=species:S:1:pos:R:3:lowdin_charge:R:1
O 4.09 0.17 -4.02 0.19
C 3.02 0.48 -3.75 -0.02
Ca 0.99 0.87 -2.81 1.01
C -0.20 0.16 -4.59 0.00
C 0.94 3.06 -3.36 0.00
O -0.95 -0.32 -5.31 0.20
O 0.82 4.20 -3.40 0.19
N -0.31 0.78 -1.43 -0.62
S -0.01 1.23 0.06 1.11
C -1.48 0.72 0.92 -0.46
C -2.04 1.58 1.87 -0.06
C -3.18 1.16 2.55 -0.05
C -3.75 -0.07 2.28 -0.04
C -3.18 -0.90 1.33 -0.03
C -2.02 -0.49 0.64 -0.11
C 1.17 -0.10 0.61 -0.36
C 2.18 -0.48 -0.22 -0.13
C 3.04 -1.51 0.14 -0.05
C 2.85 -2.17 1.35 -0.04
C 1.81 -1.79 2.17 -0.02
C 0.97 -0.74 1.79 -0.07
H -1.32 0.70 -1.60 0.06
H -1.57 2.56 2.08 0.13
H -3.63 1.84 3.31 0.14
H -4.66 -0.39 2.83 0.14
H -3.63 -1.90 1.12 0.14
H -1.58 -1.19 -0.10 0.14
H 2.39 0.07 -1.22 0.06
H 3.89 -1.80 -0.52 0.14
H 3.53 -2.99 1.65 0.14
H 1.65 -2.30 3.14 0.14
H 0.14 -0.45 2.49 0.14
```

Results
molecular weight: 325.40 g/mol
net charge: +2
relative energy (zero: lowest compared OMol25 entry of this formula, charge and spin): 226.4 kJ/mol
gap between HOMO and LUMO: 7.304 eV

---

(3)
Below is C15H11F21OS in the gas phase at a distorted geometry, with properties calculated with ωB97M-V/def2-TZVPD.

XYZ file:
```
49
Properties=species:S:1:pos:R:3:lowdin_charge:R:1
O -7.14 6.67 -4.59 -0.07
C -6.55 5.46 -4.17 -0.29
C -5.10 5.36 -4.66 -0.26
C -4.42 4.04 -4.32 -0.52
S -3.73 3.98 -2.65 0.87
C -2.71 2.46 -2.85 -0.48
C -1.82 2.24 -1.61 -0.15
C -1.00 0.89 -1.61 -0.38
F -1.88 -0.13 -1.78 0.12
F -0.07 1.01 -2.63 0.09
C -0.18 0.69 -0.26 -0.33
F 0.70 1.70 -0.06 0.15
F -1.12 0.79 0.72 0.14
C 0.62 -0.67 -0.21 -0.34
F 1.67 -0.53 -1.03 0.17
F -0.09 -1.73 -0.66 0.16
C 1.11 -1.00 1.25 -0.28
F 1.85 0.05 1.72 0.15
F 0.03 -1.20 2.10 0.13
C 1.97 -2.31 1.36 -0.28
F 2.88 -2.41 0.34 0.14
F 1.13 -3.40 1.27 0.13
C 2.79 -2.37 2.71 -0.29
F 3.82 -1.50 2.53 0.15
F 2.01 -1.95 3.76 0.14
C 3.28 -3.82 3.09 -0.30
F 2.21 -4.52 3.62 0.14
F 3.64 -4.48 1.98 0.16
C 4.46 -3.81 4.12 -0.32
F 4.10 -3.09 5.22 0.16
F 5.56 -3.21 3.56 0.16
C 4.86 -5.23 4.54 -0.31
F 5.03 -6.08 3.49 0.16
F 3.89 -5.75 5.34 0.16
C 6.25 -5.26 5.31 -0.48
F 6.29 -4.43 6.39 0.16
F 6.49 -6.49 5.75 0.17
F 7.34 -5.02 4.53 0.15
H -7.06 6.76 -5.56 0.09
H -7.14 4.63 -4.58 0.12
H -6.59 5.35 -3.08 0.12
H -4.51 6.19 -4.23 0.11
H -5.08 5.52 -5.76 0.12
H -3.59 3.87 -5.02 0.08
H -5.09 3.21 -4.45 0.07
H -3.34 1.56 -2.99 0.09
H -2.08 2.59 -3.73 0.08
H -1.16 3.11 -1.45 0.13
H -2.54 2.24 -0.77 0.12
```

Results
molecular weight: 638.28 g/mol
relative energy (zero: lowest compared OMol25 entry of this formula, charge and spin): 0.0 kJ/mol
gap between HOMO and LUMO: 9.784 eV

---

(4)
Below is C15H11N3O2 in the gas phase at a distorted geometry, with properties calculated with ωB97M-V/def2-TZVPD.

XYZ file:
```
31
Properties=species:S:1:pos:R:3:lowdin_charge:R:1
O -0.19 1.01 3.10 0.02
C -0.31 0.01 2.36 -0.19
C -0.28 -0.07 0.92 -0.13
C -0.95 0.66 -0.02 0.04
N -1.52 1.81 0.51 0.09
C -1.75 2.93 -0.24 -0.40
C -2.21 2.99 -1.47 -0.05
C -2.43 4.21 -2.12 -0.02
C -2.15 5.36 -1.31 -0.08
C -1.59 5.20 -0.10 -0.12
N -1.30 3.98 0.42 0.15
C 0.44 -1.29 0.65 -0.28
N 0.08 -2.24 -0.14 0.21
C 1.02 -3.23 -0.07 -0.29
C 1.13 -4.34 -0.80 -0.03
C 2.27 -5.12 -0.71 -0.11
C 3.26 -4.85 0.21 -0.09
C 3.16 -3.64 1.01 0.05
C 1.92 -2.82 0.85 -0.18
O 1.68 -1.55 1.28 0.12
H -0.33 -0.84 3.01 0.13
H -0.95 0.32 -1.07 0.15
H -1.07 2.09 1.40 0.14
H -2.41 2.05 -2.06 0.13
H -2.85 4.30 -3.16 0.12
H -2.20 6.35 -1.75 0.10
H -1.29 6.04 0.39 0.08
H 0.27 -4.66 -1.35 0.12
H 2.35 -5.86 -1.50 0.10
H 4.13 -5.58 0.30 0.12
H 4.07 -3.22 1.47 0.10
```

Results
molecular weight: 265.27 g/mol
relative energy (zero: lowest compared OMol25 entry of this formula, charge and spin): 191.7 kJ/mol
gap between HOMO and LUMO: 8.343 eV

---

(5)
Below is a molecular structure, C15H11N3ReS4Sb, with properties calculated with ωB97M-V/def2-TZVPD.

XYZ file:
```
35
Properties=species:S:1:pos:R:3:lowdin_spin:R:1
Re -0.06 0.97 0.77 0.51
C 3.77 -0.47 2.35 0.01
C 3.76 -1.81 2.02 0.01
C 2.73 -2.30 1.25 0.01
C 1.73 -1.43 0.82 0.01
N 1.75 -0.11 1.15 0.01
C 2.75 0.35 1.91 0.01
C 0.60 -1.82 -0.01 0.04
C 0.39 -3.07 -0.57 -0.01
C -0.70 -3.26 -1.40 0.04
C -1.52 -2.18 -1.72 -0.01
C -1.26 -0.95 -1.16 0.04
N -0.26 -0.80 -0.25 0.03
C -1.87 0.32 -1.52 0.02
C -2.93 0.47 -2.40 0.00
C -3.33 1.75 -2.76 0.02
C -2.65 2.84 -2.23 0.00
C -1.63 2.63 -1.34 0.03
N -1.25 1.39 -0.97 0.02
H 4.56 -0.04 2.96 0.00
H 4.54 -2.47 2.36 0.00
H 2.69 -3.34 0.98 0.00
H 2.71 1.40 2.16 0.00
H 1.07 -3.88 -0.37 0.00
H -0.89 -4.23 -1.84 0.00
H -2.33 -2.30 -2.43 0.00
H -3.43 -0.40 -2.81 0.00
H -4.16 1.89 -3.44 0.00
H -2.92 3.85 -2.50 0.00
H -1.06 3.44 -0.90 0.00
S 1.17 2.85 0.67 0.16
Sb -0.31 4.29 2.23 0.01
S -1.84 2.02 1.98 0.03
S -0.57 0.68 2.93 0.00
S 0.73 3.73 4.08 -0.01
```

Results
molecular weight: 669.51 g/mol
multiplicity: 2
net charge: +1
relative energy (zero: lowest compared OMol25 entry of this formula, charge and spin): 0.0 kJ/mol
gap between HOMO and LUMO (alpha / beta): 6.021 / 5.330 eV

---

(6)
Below is a molecular structure, C15H12AsBrF30NaO3 at a distorted geometry, with properties calculated with ωB97M-V/def2-TZVPD.

XYZ file:
```
63
Properties=species:S:1:pos:R:3:lowdin_charge:R:1
Na -0.99 1.96 -0.38 0.23
As -0.39 3.83 2.54 0.78
F 0.45 3.62 1.02 -0.29
F 0.81 5.01 3.10 -0.29
F -1.30 4.15 4.00 -0.26
F -1.58 2.68 1.88 -0.29
F 0.52 2.55 3.29 -0.26
F -1.18 5.19 1.77 -0.30
Br -1.77 4.63 -1.46 -0.37
C -2.11 -2.39 3.01 -0.04
C -1.06 -1.75 2.07 -0.43
C -1.67 -1.22 0.78 -0.27
F -2.66 -0.31 0.97 0.10
F -0.75 -0.65 -0.04 0.09
F -0.54 -0.73 2.82 0.12
F 0.00 -2.51 1.76 0.14
O -2.76 -3.50 2.43 0.01
C -2.81 -4.69 3.18 -0.54
C -3.64 -5.69 2.40 -0.31
F -3.67 -6.94 2.90 0.11
F -4.90 -5.25 2.22 0.11
F -1.56 -5.10 3.39 0.17
F -3.39 -4.46 4.38 0.16
H -2.86 -1.72 3.43 0.16
H -1.54 -2.73 3.88 0.15
H -2.16 -2.02 0.22 0.18
H -3.17 -5.74 1.41 0.17
C -2.04 0.38 -3.68 -0.04
C -0.79 -0.46 -3.40 -0.42
C 0.10 -0.73 -4.62 -0.27
F -0.69 -1.26 -5.62 0.06
F 0.61 0.40 -5.16 0.09
F 0.08 0.12 -2.54 0.11
F -1.16 -1.65 -2.85 0.11
O -2.43 1.03 -2.49 -0.01
C -3.78 1.17 -2.18 -0.54
C -4.58 2.04 -3.14 -0.27
F -4.28 1.81 -4.46 0.08
F -5.90 1.87 -2.93 0.10
F -4.32 -0.07 -2.17 0.13
F -3.81 1.67 -0.95 0.17
H -2.83 -0.24 -4.10 0.15
H -1.77 1.20 -4.35 0.15
H 0.95 -1.40 -4.46 0.17
H -4.37 3.10 -3.01 0.15
C 4.51 -0.31 -0.29 -0.04
C 3.51 0.64 -0.95 -0.44
C 2.63 1.34 0.07 -0.27
F 1.48 1.90 -0.42 0.07
F 2.29 0.55 1.11 0.11
F 4.11 1.58 -1.71 0.13
F 2.74 -0.12 -1.77 0.10
O 5.19 0.31 0.81 0.03
C 6.31 1.10 0.58 -0.51
C 7.17 1.15 1.85 -0.29
F 7.35 -0.06 2.40 0.10
F 8.37 1.72 1.63 0.11
F 7.07 0.58 -0.43 0.12
F 5.90 2.28 0.10 0.16
H 5.28 -0.62 -0.99 0.15
H 3.98 -1.18 0.06 0.15
H 3.13 2.22 0.50 0.18
H 6.65 1.74 2.61 0.18
```

Results
molecular weight: 988.01 g/mol
net charge: -1
relative energy (zero: lowest compared OMol25 entry of this formula, charge and spin): 0.0 kJ/mol
gap between HOMO and LUMO: 6.238 eV

---

(7)
Below is a molecular structure, C15H12AsCuF30O3 at a distorted geometry, with properties calculated with ωB97M-V/def2-TZVPD.

XYZ file:
```
62
Properties=species:S:1:pos:R:3:lowdin_charge:R:1
Cu -0.50 -1.17 -0.55 0.47
As -0.63 -2.40 -3.36 0.72
F 0.96 -2.07 -2.69 -0.25
F -0.21 -1.68 -4.85 -0.22
F -2.22 -2.68 -3.91 -0.22
F -1.15 -2.99 -1.77 -0.25
F -1.07 -0.80 -2.75 -0.26
F -0.11 -3.95 -3.81 -0.21
C 4.19 1.04 -0.49 -0.07
C 2.72 0.76 -0.44 -0.45
C 2.06 0.89 -1.80 -0.27
F 0.70 0.78 -1.64 0.06
F 2.31 2.08 -2.36 0.13
F 2.50 -0.51 0.02 0.12
F 2.16 1.62 0.44 0.13
O 4.78 0.15 -1.40 0.05
C 6.00 0.52 -1.86 -0.55
C 6.46 -0.60 -2.79 -0.30
F 5.61 -0.71 -3.83 0.11
F 7.71 -0.37 -3.23 0.12
F 5.94 1.71 -2.50 0.15
F 6.87 0.69 -0.84 0.15
H 4.60 1.01 0.52 0.16
H 4.38 2.09 -0.76 0.15
H 2.36 0.05 -2.45 0.17
H 6.44 -1.54 -2.23 0.18
C -3.41 2.62 -0.76 -0.05
C -2.73 1.50 -0.01 -0.42
C -1.52 1.92 0.84 -0.25
F -0.72 0.81 1.05 0.06
F -0.78 2.85 0.20 0.12
F -3.62 0.88 0.81 0.12
F -2.31 0.56 -0.90 0.10
O -4.18 3.37 0.16 0.04
C -4.14 4.73 0.00 -0.55
C -4.95 5.31 1.16 -0.29
F -4.49 4.82 2.33 0.11
F -4.87 6.66 1.15 0.10
F -2.86 5.17 0.06 0.15
F -4.64 5.08 -1.20 0.17
H -4.05 2.19 -1.53 0.16
H -2.66 3.18 -1.32 0.15
H -1.84 2.25 1.83 0.18
H -6.01 5.06 1.02 0.18
C -0.97 -2.52 3.24 -0.05
C -2.39 -1.99 3.02 -0.43
C -3.11 -2.33 1.70 -0.27
F -2.44 -1.77 0.66 0.07
F -3.19 -3.66 1.55 0.12
F -3.14 -2.43 4.05 0.14
F -2.37 -0.63 3.07 0.11
O -0.10 -2.36 2.13 0.04
C 0.75 -3.41 1.96 -0.55
C 1.80 -3.55 3.06 -0.27
F 1.24 -3.96 4.22 0.10
F 2.72 -4.48 2.67 0.10
F 0.08 -4.56 1.76 0.18
F 1.43 -3.14 0.81 0.14
H -1.03 -3.57 3.51 0.15
H -0.59 -2.00 4.12 0.16
H -4.11 -1.91 1.72 0.18
H 2.34 -2.61 3.19 0.18
```

Results
molecular weight: 948.67 g/mol
relative energy (zero: lowest compared OMol25 entry of this formula, charge and spin): 0.0 kJ/mol
gap between HOMO and LUMO: 10.421 eV

---

(8)
Below is a molecular structure, C15H12Cl2MnNO4S2, with properties calculated with ωB97M-V/def2-TZVPD.

XYZ file:
```
37
Properties=species:S:1:pos:R:3:lowdin_spin:R:1
Mn 2.24 0.28 0.70 3.85
Cl 3.82 -1.16 -0.26 0.01
C 3.12 -1.57 -1.84 0.01
C 3.79 -2.53 -2.56 0.00
C 3.29 -2.87 -3.81 0.00
C 2.15 -2.24 -4.29 0.00
C 1.52 -1.27 -3.52 0.00
Cl 0.10 -0.52 -4.18 0.00
C 1.98 -0.89 -2.26 0.00
S 1.15 0.34 -1.33 0.01
H 4.67 -3.00 -2.16 0.00
H 3.78 -3.62 -4.41 0.00
H 1.75 -2.49 -5.26 0.00
C -5.42 0.53 -0.13 0.00
C -4.05 0.51 0.47 0.00
C -3.04 1.33 -0.01 0.00
C -1.77 1.31 0.54 0.00
C -1.51 0.45 1.60 0.00
C -2.50 -0.38 2.11 0.00
C -3.76 -0.34 1.54 0.00
S 0.09 0.31 2.32 0.01
O 0.69 -0.92 1.79 0.06
O -0.04 0.43 3.74 0.01
N 1.01 1.45 1.64 -0.02
C 1.74 2.37 2.52 0.01
C 3.17 1.88 2.73 0.01
O 3.94 2.41 3.48 0.01
O 3.50 0.84 1.94 0.04
H -5.44 1.12 -1.05 0.00
H -6.14 0.97 0.56 0.00
H -5.77 -0.47 -0.36 0.00
H -3.24 1.99 -0.84 0.00
H -0.98 1.95 0.16 0.00
H -2.29 -1.03 2.94 0.00
H -4.54 -0.99 1.93 0.00
H 1.24 2.46 3.49 0.00
H 1.77 3.36 2.07 0.00
```

Results
molecular weight: 460.24 g/mol
multiplicity: 5
relative energy (zero: lowest compared OMol25 entry of this formula, charge and spin): 0.0 kJ/mol
gap between HOMO and LUMO (alpha / beta): 6.956 / 8.264 eV